8
Properties=species:S:1:pos:R:3:forces:R:3:mulliken_charge:R:1 method="wB97M-V/def2-TZVPD" relative_energy_kcal_mol=145.8 gap_ev="7.08 / 8.67" homo_energy_ev="-9.933 / -10.100" lumo_energy_ev="-2.9 / -1.4"
P -0.367294 0.280719 0.939603 2.01 0.43 2.20 0.465
O 0.240806 -1.093737 0.823576 -0.34 0.15 -0.57 -0.380
O 0.842024 1.329617 1.532743 -1.72 0.28 -1.84 -0.459
C 0.313555 -1.417663 -1.343628 1.07 -1.06 2.67 -0.404
C -0.079230 -0.920662 -2.339025 0.48 -0.14 1.21 -0.113
H -0.884019 0.334268 2.280836 -0.93 -0.54 -0.33 0.107
H -0.474858 -0.703541 -3.209664 -1.54 1.15 -3.78 0.448
H 0.409016 2.190998 1.315558 0.97 -0.28 0.44 0.335

---

93
Properties=species:S:1:pos:R:3:forces:R:3:mulliken_charge:R:1 method="wB97M-V/def2-TZVPD" relative_energy_kcal_mol=52.7 s_squared=6.015 multiplicity=5 gap_ev="5.58 / 5.74" homo_energy_ev="-3.595 / -3.760" lumo_energy_ev="2.0 / 2.0" total_charge=-1
As -2.175219 1.082637 -0.482793 -0.96 0.59 0.09 0.215
Fe 0.158058 -0.204067 -0.010064 0.52 0.22 0.28 1.294
Cl -2.777978 -1.830691 3.423105 -0.02 0.06 0.05 -0.238
Cl -1.185571 -6.903113 2.835058 -0.01 -0.30 0.10 -0.270
S 2.629798 -0.190985 0.178666 0.08 -0.25 -0.39 -0.307
S 0.336323 0.664967 2.161219 -0.42 0.12 0.32 -0.527
Si -2.745872 2.404089 1.427798 -0.07 1.23 1.11 0.674
Si -4.179181 -0.155134 -0.840481 -1.34 -0.96 -0.27 0.491
Si -2.492564 2.754549 -2.156294 -0.18 1.32 -1.13 0.945
O -1.496025 -1.447789 0.781451 0.03 -0.87 0.43 0.626
O 0.484091 0.943751 -1.988018 0.06 -0.40 0.42 -0.937
O 0.393773 -2.133613 -1.001686 0.04 -1.66 0.69 0.771
O 1.137719 1.903531 -3.873236 -0.23 0.24 -0.28 -0.864
N -1.000450 -0.902676 -3.328390 0.07 -0.25 0.22 0.251
N 3.677917 1.901515 -3.642094 -0.03 0.28 -0.08 -0.440
N 3.040964 -0.109492 -2.805098 0.04 0.36 -0.36 0.501
N 4.679120 -0.060797 -4.448534 -0.02 -0.16 -0.01 -0.386
C 1.120172 -0.955595 -4.750341 -0.15 -0.05 0.19 -1.542
C 2.269056 0.647768 4.085182 -0.05 -0.02 -0.08 -0.675
C 4.575059 0.136817 3.664772 0.16 0.00 0.13 -0.535
C 0.355179 -3.250684 -0.414348 0.27 1.41 -1.03 -0.707
C 2.994226 0.121777 1.846340 -0.18 0.08 0.07 0.302
C 2.797447 -1.525541 -2.795358 -0.20 -0.37 -0.22 -0.563
C -1.019034 3.981946 -2.295702 -0.25 -0.69 0.37 -1.451
C -1.935059 -4.313255 2.950582 0.10 0.84 -0.45 -0.746
C -1.201466 -5.267994 2.247079 0.32 -0.34 -0.38 0.248
C -2.794940 1.592400 3.163057 0.15 -0.20 -0.79 -0.960
C 3.555267 0.459674 4.551392 0.15 0.02 0.15 -0.582
C 0.556640 0.997803 -3.233519 -0.34 -0.21 -0.45 0.318
C -4.455439 3.302290 1.304591 0.55 -0.50 -0.26 -1.195
C -3.978094 3.985083 -2.053884 0.36 -0.71 0.47 -1.286
C -1.420602 3.800638 1.446497 -0.36 -0.71 -0.24 -1.092
C -1.344566 -2.616333 1.264433 0.47 0.74 -1.12 -0.952
C -5.017157 -0.716964 0.789311 0.66 0.35 -0.47 -0.737
C 1.966454 0.481389 2.734917 0.18 -0.05 -0.19 -0.222
C -2.750605 1.922924 -3.872732 0.15 -0.14 0.71 -1.211
C -0.477612 -4.935396 1.136236 -0.08 0.09 0.11 -1.151
C 4.294907 -0.014427 2.321622 -0.07 -0.07 0.00 -0.686
C 3.793540 0.571786 -3.635303 0.13 0.07 0.35 0.434
C -1.958016 -3.020459 2.478708 -0.50 -0.63 0.90 0.571
C 1.826238 -2.014438 -3.896331 0.03 0.05 -0.16 -0.476
C -5.608520 0.704941 -1.825081 0.87 0.02 0.42 -1.162
C -0.512649 -3.620363 0.634103 -0.52 0.28 0.73 0.765
C -0.031986 -0.148295 -4.083446 0.22 0.38 -0.27 0.360
C -3.812293 -1.751779 -1.848553 0.18 0.65 0.34 -0.920
H -1.158488 -1.815691 -3.743255 -0.03 0.04 0.09 0.385
H 2.443252 0.417263 -2.169264 0.20 0.22 0.12 -0.230
H 4.897908 -1.018163 -4.227333 0.07 0.06 0.00 0.196
H -5.412626 0.124520 1.351142 -0.04 0.21 0.11 0.262
H 2.661944 2.192750 -3.526905 0.31 -0.03 -0.02 0.259
H 3.749656 -2.060775 -2.849871 -0.04 -0.08 0.13 0.729
H -4.932229 3.476039 -1.992267 -0.26 -0.12 0.02 0.321
H -0.950550 4.400104 -3.297130 -0.14 -0.06 -0.22 0.462
H -0.082329 3.477096 -2.084186 0.21 -0.05 0.01 0.198
H -3.895135 4.635156 -1.190923 0.03 0.16 0.21 0.303
H -3.644622 2.267652 -4.386374 -0.18 0.19 0.12 0.548
H -1.905412 2.116008 -4.524523 0.26 0.08 -0.07 0.465
H -4.635342 -2.464283 -1.831641 -0.24 0.08 0.17 0.480
H -3.997220 4.614139 -2.939393 0.21 0.01 -0.27 0.385
H 5.073320 -0.276397 1.619229 0.09 -0.04 -0.04 0.402
H -5.256898 1.087648 -2.776135 0.06 0.12 -0.26 0.247
H -2.465844 -4.569563 3.854110 0.01 -0.02 0.07 0.486
H 5.587006 -0.017820 4.016268 0.05 0.04 0.08 0.332
H 1.843912 -0.240600 -5.155724 -0.16 -0.06 -0.11 0.289
H 0.115517 -5.676801 0.621464 0.11 -0.11 0.03 0.441
H 1.466400 0.902949 4.762892 -0.05 0.02 0.08 0.433
H 0.672563 -1.491807 -5.596737 0.10 0.09 0.01 0.634
H 1.103686 -4.005749 -0.720329 -0.20 0.01 -0.08 0.076
H 2.363181 -2.671864 -4.586554 -0.03 -0.05 0.06 0.303
H 1.062760 -2.611030 -3.395524 0.02 -0.13 -0.05 0.228
H -5.088373 2.843284 0.552781 -0.22 -0.04 -0.16 0.188
H -1.857160 1.094173 3.381886 0.10 -0.07 0.00 0.144
H -3.591383 -1.518119 -2.886278 0.06 0.12 -0.13 0.259
H -0.662557 -1.047331 -2.376187 -0.18 -0.09 -0.40 -0.749
H -6.410439 0.000844 -2.026547 -0.04 -0.31 0.06 0.400
H -1.545133 4.499998 2.269314 -0.21 0.01 0.21 0.451
H -0.554628 0.339158 -4.918555 0.16 0.04 0.14 0.330
H 3.761772 0.555444 5.608588 0.04 0.05 0.09 0.348
H -4.326781 4.345378 1.039029 0.08 0.21 -0.13 0.401
H -2.936002 -2.238512 -1.431513 0.21 -0.13 0.10 -0.053
H -1.468537 4.364181 0.518410 -0.03 0.13 -0.15 0.220
H 4.190144 2.414164 -4.343201 0.01 -0.14 0.04 0.250
H -2.970223 2.328740 3.944936 -0.08 0.37 -0.12 0.436
H -0.426705 3.365283 1.523203 0.08 -0.09 0.00 0.166
H 5.419856 0.480444 -4.863424 -0.14 -0.04 0.05 0.245
H -4.983225 3.271606 2.251797 -0.02 -0.12 0.26 0.431
H -3.583932 0.850158 3.227503 -0.24 -0.11 -0.05 0.235
H -2.822510 0.846948 -3.744200 0.02 -0.24 -0.11 0.135
H -4.271944 -1.207493 1.403383 0.11 -0.08 0.19 -0.147
H 2.339138 -1.726052 -1.827209 0.34 -0.04 -0.08 -0.464
H -1.120684 4.811455 -1.599238 -0.10 0.04 0.12 0.512
H -5.831051 -1.419477 0.625658 -0.10 -0.07 -0.28 0.377
H -6.035213 1.532161 -1.265901 -0.06 0.18 0.12 0.307

---

One value per record, in order, for max |F|: 0.0825 0.0350 Eh/bohr.
One value per record, in order, for calculated total energy: -15499.619 -209547.849 eV.